Record 1
Below is a molecular structure, C44H44Cl2N8SnTe in a non-equilibrium geometry, with properties calculated with ωB97M-V/def2-TZVPD.

As for the LUMO energy: 3.80 eV. Its frontier orbital gap is 4.27 eV. The total energy is -3543.735336 a.u. For the HOMO energy, the calculation gives -0.5 eV.

```
! wB97M-V def2-TZVPD RIJCOSX def2/J DEFGRID3
* xyz -2 1
Sn -0.18 -0.02 -0.75
C 3.28 -0.86 1.44
N 2.06 -0.10 1.22
C 1.46 0.35 2.24
C 0.23 1.10 2.20
C -0.33 1.79 3.26
C -1.46 2.45 2.74
C -1.52 2.11 1.40
N -0.51 1.29 1.06
C 4.47 0.06 1.54
C 4.82 0.87 0.46
C 5.89 1.73 0.54
C 6.65 1.80 1.71
C 6.31 1.00 2.79
C 5.23 0.13 2.70
H 3.41 -1.53 0.59
H 3.20 -1.49 2.33
H 1.86 0.18 3.26
H 0.05 1.82 4.26
H -2.14 3.10 3.26
H -2.23 2.45 0.66
H 4.22 0.82 -0.44
H 6.14 2.36 -0.30
H 7.49 2.48 1.78
H 6.89 1.05 3.71
H 4.96 -0.49 3.55
Te 2.34 0.03 -2.80
C 4.04 0.29 -4.15
C 5.35 0.25 -3.66
C 6.44 0.32 -4.51
C 6.24 0.41 -5.88
C 4.95 0.44 -6.39
C 3.87 0.37 -5.53
C 2.39 2.11 -2.40
C 2.61 3.03 -3.41
C 2.57 4.40 -3.15
C 2.31 4.85 -1.86
C 2.11 3.93 -0.84
C 2.16 2.57 -1.10
H 5.51 0.17 -2.59
H 7.44 0.29 -4.11
H 7.10 0.46 -6.55
H 4.79 0.51 -7.46
H 2.86 0.39 -5.94
H 2.80 2.69 -4.43
H 2.73 5.10 -3.95
H 2.26 5.91 -1.66
H 1.91 4.26 0.17
H 2.02 1.86 -0.30
C -5.06 -1.94 2.17
C -4.63 -3.02 3.15
C -4.26 -4.31 2.43
C -3.48 -2.55 4.06
N -2.20 -2.48 3.38
C -1.72 -1.62 2.49
N -0.48 -1.93 2.22
N -0.20 -3.01 2.99
N -1.22 -3.34 3.69
H -5.97 -2.24 1.65
H -4.30 -1.78 1.40
H -5.26 -0.99 2.67
H -5.46 -3.22 3.84
H -3.48 -4.13 1.69
H -5.12 -4.72 1.91
H -3.89 -5.07 3.13
H -3.33 -3.24 4.88
H -3.71 -1.56 4.48
H -2.26 -0.79 2.06
N -2.18 2.63 -3.43
C -1.39 1.65 -2.93
N -1.88 1.17 -1.81
C -3.08 1.86 -1.59
C -4.13 1.63 -0.55
C -4.76 2.97 -0.28
C -4.84 3.93 -1.26
C -4.19 3.87 -2.51
C -3.24 2.83 -2.56
H -1.93 3.23 -4.20
H -0.48 1.32 -3.40
H -3.68 1.23 0.37
H -5.26 3.13 0.67
H -5.44 4.81 -1.04
H -4.28 4.63 -3.26
Cl -6.59 1.05 -1.84
C -5.12 0.50 -0.93
Cl -2.91 -1.98 -0.65
H -4.63 -0.22 -1.59
H -5.49 0.00 -0.05
C -1.12 -1.86 -0.94
C -0.43 -3.07 -0.64
C -1.07 -4.31 -0.39
C -0.35 -5.47 -0.16
C 1.03 -5.48 -0.14
C 1.69 -4.27 -0.36
C 0.99 -3.11 -0.60
H -2.15 -4.35 -0.41
H -0.90 -6.39 0.02
H 1.58 -6.39 0.06
H 2.77 -4.23 -0.34
H 1.55 -2.20 -0.75
*
```

Atomic partial charges in e from the Mulliken method, atoms 1 to 2: number 1, Sn, carries 0.751; number 2, C, carries -1.441

=====

Record 2
Below is a molecular structure, C44H45BrN6O5S3SiTa in a non-equilibrium geometry, with properties calculated with ωB97M-V/def2-TZVPD.

As for the LUMO energy: 1.26 eV. Its frontier orbital gap is 6.56 eV. The total energy is -6523.971598 a.u. For the HOMO energy, the calculation gives -5.3 eV. The energy above the lowest of the compared OMol25 structures with the same formula, charge and spin is 1.064 eV.

```
! wB97M-V def2-TZVPD RIJCOSX def2/J DEFGRID3
* xyz -1 1
Ta -0.23 -0.11 -0.03
O -0.53 3.92 1.46
C -0.11 2.82 1.10
N -0.65 2.00 0.18
C -1.80 2.44 -0.49
C -2.03 3.77 -0.81
C -3.16 4.15 -1.51
C -4.06 3.18 -1.92
C -3.85 1.85 -1.63
C -2.73 1.45 -0.90
N -2.41 0.14 -0.59
C -3.31 -0.84 -0.67
O -4.52 -0.74 -0.90
C -2.75 -2.22 -0.51
C -3.62 -3.30 -0.65
C -3.13 -4.59 -0.59
C -1.77 -4.76 -0.39
C -0.98 -3.64 -0.26
N -1.45 -2.39 -0.32
C 1.13 2.29 1.74
C 1.79 3.08 2.68
C 2.93 2.59 3.28
C 3.39 1.33 2.90
C 2.66 0.62 1.96
N 1.55 1.08 1.41
H -1.32 4.53 -0.49
H -3.32 5.19 -1.74
H -4.94 3.47 -2.49
H -4.56 1.10 -1.95
H -4.67 -3.09 -0.82
H -3.78 -5.45 -0.70
H -1.33 -5.74 -0.34
H 0.08 -3.75 -0.10
H 1.37 4.05 2.91
H 3.45 3.16 4.04
H 4.28 0.90 3.33
H 2.98 -0.37 1.64
S 2.15 0.28 -1.45
C 2.43 -1.38 -1.87
C 2.93 -1.74 -3.11
C 3.15 -3.08 -3.44
C 3.60 -3.45 -4.72
N 3.95 -3.77 -5.76
C 2.90 -4.08 -2.47
C 2.42 -3.71 -1.22
C 2.14 -2.39 -0.92
S 1.45 -1.97 0.63
C 3.08 -5.44 -2.76
N 3.17 -6.57 -2.94
H 3.13 -0.97 -3.84
H 2.24 -4.47 -0.47
C 1.87 -4.35 3.33
C 0.36 -4.23 3.51
C -0.04 -4.46 4.97
C -0.37 -5.24 2.64
O 0.00 -2.92 3.07
Si -1.17 -1.94 3.60
S -1.25 -0.29 2.29
O -0.93 -1.40 5.12
C 0.00 -0.52 5.70
C -0.09 -0.77 7.21
C -0.37 0.93 5.38
C 1.42 -0.80 5.21
O -2.52 -2.83 3.67
C -3.88 -2.49 3.85
C -4.45 -1.99 2.53
C -4.02 -1.40 4.92
C -4.59 -3.77 4.29
H 2.18 -5.40 3.35
H 2.40 -3.81 4.11
H 2.14 -3.91 2.37
H 0.25 -5.46 5.29
H -1.12 -4.34 5.07
H 0.44 -3.72 5.61
H -0.32 -6.24 3.07
H 0.07 -5.27 1.65
H -1.41 -4.94 2.54
H -1.08 -0.51 7.57
H 0.66 -0.18 7.75
H 0.08 -1.83 7.41
H -1.37 1.15 5.75
H -0.38 1.08 4.31
H 0.33 1.62 5.84
H 1.70 -1.83 5.44
H 2.13 -0.13 5.68
H 1.47 -0.68 4.13
H -3.87 -1.13 2.19
H -5.49 -1.70 2.63
H -4.37 -2.77 1.77
H -3.59 -0.48 4.53
H -3.46 -1.68 5.81
H -5.06 -1.25 5.16
H -4.44 -4.55 3.54
H -5.66 -3.59 4.40
H -4.19 -4.12 5.24
Br -1.96 0.67 -6.74
C -1.36 0.31 -4.96
C -1.43 -0.97 -4.46
C -1.04 -1.20 -3.15
C -0.57 -0.18 -2.32
C -0.47 1.08 -2.90
C -0.86 1.35 -4.20
H -1.77 -1.78 -5.09
H -1.11 -2.21 -2.78
H -0.03 1.90 -2.34
H -0.79 2.35 -4.60
*
```

Atomic partial charges in e from the Mulliken method, atoms 1 to 2: number 1, Ta, carries -0.648; number 2, O, carries -0.744

=====

Record 3
Below is a molecular structure, C44H45N11OS2Sn in a non-equilibrium geometry, with properties calculated with ωB97M-V/def2-TZVPD.

As for the LUMO energy: 4.22 eV. Its frontier orbital gap is 5.49 eV. The total energy is -3391.826844 a.u. For the HOMO energy, the calculation gives -1.3 eV. The energy above the lowest of the compared OMol25 structures with the same formula, charge and spin is 2.220 eV.

```
! wB97M-V def2-TZVPD RIJCOSX def2/J DEFGRID3
* xyz -2 1
Sn 0.94 -0.39 -0.47
C -0.28 1.85 3.37
C -1.27 1.12 2.43
C -1.34 1.73 1.02
N -0.21 1.67 0.11
C 0.32 2.76 -0.37
C 0.22 4.07 0.20
C 0.57 5.32 -0.29
C 0.88 5.74 -1.57
C 0.96 4.88 -2.67
C 1.06 3.51 -2.68
C 1.18 2.57 -1.59
N 1.87 1.48 -1.67
C 2.76 1.30 -2.82
C 4.04 0.52 -2.49
C 3.79 -0.91 -1.98
N 3.33 -0.80 -0.61
C 4.14 -0.65 0.38
C 5.57 -0.78 0.26
C 6.51 -1.07 1.22
C 6.38 -1.23 2.60
C 5.26 -0.86 3.34
C 4.08 -0.27 2.94
C 3.52 -0.07 1.62
N 2.48 0.66 1.39
C 2.11 1.65 2.39
C 1.13 1.25 3.51
H -0.74 1.92 4.36
H -0.16 2.88 3.01
H -3.34 0.59 2.37
H -0.63 -0.69 1.50
H -1.66 2.77 1.15
H -2.17 1.21 0.52
H -0.11 4.07 1.23
H 0.52 6.11 0.46
H 1.01 6.80 -1.74
H 0.97 5.35 -3.65
H 1.09 3.04 -3.66
H 3.06 2.27 -3.22
H 2.22 0.77 -3.61
H 4.60 1.07 -1.72
H 4.65 0.49 -3.40
H 4.69 -1.52 -2.09
H 3.01 -1.37 -2.58
H 5.95 -0.70 -0.75
H 7.52 -1.22 0.83
H 7.25 -1.60 3.15
H 5.35 -1.00 4.41
H 3.41 0.02 3.74
H 1.67 2.48 1.84
H 3.03 2.03 2.86
H 1.54 1.60 4.46
H 1.07 0.16 3.59
C -4.18 0.05 -0.96
C -2.86 -0.56 -0.50
N -1.78 -0.38 -1.17
N -1.96 0.42 -2.31
C -1.09 0.20 -3.22
S 0.22 -0.93 -3.27
S -1.38 1.21 -4.71
C -3.01 0.51 -5.14
C -2.94 -0.93 -5.57
C -3.05 -1.95 -4.63
C -2.96 -3.29 -5.02
C -2.74 -3.61 -6.35
C -2.61 -2.60 -7.29
C -2.71 -1.27 -6.90
C -2.88 -1.41 0.71
C -3.75 -1.07 1.76
C -3.94 -1.85 2.88
C -3.27 -3.09 2.95
C -2.41 -3.48 1.95
C -2.09 -2.65 0.80
O -1.22 -3.00 -0.02
H -4.51 -0.43 -1.88
H -4.05 1.11 -1.18
H -4.96 -0.09 -0.22
H -3.38 1.14 -5.95
H -3.63 0.64 -4.26
H -3.18 -1.71 -3.58
H -3.03 -4.06 -4.27
H -2.66 -4.65 -6.65
H -2.42 -2.84 -8.33
H -2.58 -0.48 -7.63
H -4.28 -0.12 1.70
H -4.59 -1.52 3.68
H -3.43 -3.74 3.80
H -1.88 -4.42 2.01
N 1.02 -4.01 3.66
C 1.54 -3.42 2.57
N 0.89 -2.31 2.33
C -0.04 -2.27 3.32
N 0.00 -3.29 4.16
C -0.96 -1.11 3.45
C -1.59 -0.94 4.65
N -2.46 0.05 5.11
C -2.93 1.00 4.41
C -2.73 1.28 2.96
N -0.99 -0.30 2.37
H 1.28 -4.87 4.10
H 2.37 -3.81 2.00
H -1.35 -1.69 5.39
H -3.56 1.71 4.95
H -3.09 2.29 2.75
*
```

Atomic partial charges in e from the Mulliken method, atoms 1 to 2: number 1, Sn, carries 0.918; number 2, C, carries -1.809